C27H30N4O4 | wB97M-V/def2-TZVPD

Computed properties:
SMILES: CC(C)(C)OC(=O)[C@H](Cc1ccccc1)NC(=O)c1nc[nH]c1C(=O)N1CCc2ccccc2C1
Relative energy (zero: lowest compared OMol25 entry of this formula, charge and spin), kJ/mol: 0.0
E_tot, eV: -42639.1069
Orbital gap, eV: 9.405

Bonds (Å) are listed after each position.
Element x y z (Å)
1 C 3.43 -1.29 1.90  H2 1.087, H3 1.086, H4 1.086, C5 1.528
2 H 3.37 -0.84 2.89  C1 1.087
3 H 4.26 -2.00 1.88  C1 1.086
4 H 3.62 -0.51 1.17  C1 1.086
5 C 2.12 -2.00 1.57  C1 1.528, C6 1.528, C10 1.527, O14 1.451
6 C 1.83 -3.09 2.60  C5 1.528, H7 1.086, H8 1.087, H9 1.088
7 H 0.88 -3.58 2.38  C6 1.086
8 H 2.62 -3.83 2.57  C6 1.087
9 H 1.78 -2.66 3.60  C6 1.088
10 C 2.14 -2.55 0.15  C5 1.527, H11 1.086, H12 1.087, H13 1.088
11 H 1.23 -3.10 -0.06  C10 1.086
12 H 2.99 -3.22 0.02  C10 1.087
13 H 2.21 -1.73 -0.56  C10 1.088
14 O 1.13 -0.94 1.65  C5 1.451, C15 1.318
15 C -0.15 -1.18 1.42  O14 1.318, O16 1.203, C17 1.539
16 O -0.68 -2.24 1.23  C15 1.203
17 C -0.93 0.14 1.52  C15 1.539, N18 1.444, C51 1.531, H65 1.098
18 N -1.88 0.22 0.43  C17 1.444, C19 1.351, H50 1.009
19 C -1.46 -0.09 -0.82  N18 1.351, O20 1.219, C21 1.472
20 O -0.30 -0.35 -1.08  C19 1.219
21 C -2.52 -0.03 -1.83  C19 1.472, C22 1.383, N25 1.366
22 C -2.38 0.03 -3.21  C21 1.383, N23 1.365, C28 1.484
23 N -3.64 -0.04 -3.71  C22 1.365, C24 1.354, H27 1.008
24 C -4.49 -0.11 -2.65  N23 1.354, N25 1.302, H26 1.071
25 N -3.85 -0.10 -1.52  C21 1.366, C24 1.302
26 H -5.55 -0.16 -2.75  C24 1.071
27 H -3.87 -0.08 -4.69  N23 1.008
28 C -1.18 0.03 -4.08  C22 1.484, O29 1.222, N30 1.347
29 O -1.09 -0.80 -4.98  C28 1.222
30 N -0.24 0.97 -3.86  C28 1.347, C31 1.440, C39 1.446
31 C -0.33 2.07 -2.94  N30 1.440, C32 1.509, H48 1.091, H49 1.103
32 C 0.77 2.04 -1.90  C31 1.509, C33 1.388, C37 1.391
33 C 0.64 2.80 -0.75  C32 1.388, C34 1.382, H47 1.082
34 C 1.63 2.80 0.21  C33 1.382, C35 1.384, H46 1.080
35 C 2.77 2.04 0.02  C34 1.384, C36 1.382, H45 1.080
36 C 2.90 1.28 -1.13  C35 1.382, C37 1.389, H44 1.081
37 C 1.91 1.27 -2.10  C32 1.391, C36 1.389, C38 1.503
38 C 2.03 0.39 -3.31  C37 1.503, C39 1.528, H42 1.092, H43 1.094
39 C 1.08 0.82 -4.42  N30 1.446, C38 1.528, H40 1.091, H41 1.095
40 H 1.03 0.06 -5.21  C39 1.091
41 H 1.39 1.77 -4.85  C39 1.095
42 H 3.06 0.37 -3.67  C38 1.092
43 H 1.77 -0.63 -3.00  C38 1.094
44 H 3.79 0.68 -1.29  C36 1.081
45 H 3.55 2.03 0.76  C35 1.080
46 H 1.52 3.39 1.11  C34 1.080
47 H -0.26 3.39 -0.60  C33 1.082
48 H -1.31 2.08 -2.45  C31 1.091
49 H -0.23 3.00 -3.52  C31 1.103
50 H -2.87 0.21 0.61  N18 1.009
51 C -1.63 0.21 2.88  C17 1.531, C52 1.504, H63 1.093, H64 1.092
52 C -0.61 0.05 3.97  C51 1.504, C53 1.389, C57 1.388
53 C 0.29 1.08 4.24  C52 1.389, C54 1.383, H62 1.080
54 C 1.27 0.92 5.21  C53 1.383, C55 1.385, H61 1.080
55 C 1.36 -0.27 5.91  C54 1.385, C56 1.384, H60 1.080
56 C 0.46 -1.29 5.65  C55 1.384, C57 1.385, H59 1.081
57 C -0.51 -1.13 4.69  C52 1.388, C56 1.385, H58 1.080
58 H -1.20 -1.94 4.48  C57 1.080
59 H 0.53 -2.22 6.20  C56 1.081
60 H 2.13 -0.40 6.66  C55 1.080
61 H 1.96 1.72 5.40  C54 1.080
62 H 0.22 2.00 3.69  C53 1.080
63 H -2.15 1.17 2.97  C51 1.093
64 H -2.37 -0.59 2.93  C51 1.092
65 H -0.21 0.96 1.42  C17 1.098